# 1
Formula: C14H26O6
Source: OMol25
Level of theory: the ωB97M-V functional and the def2-TZVPD basis

CARTESIAN COORDINATES (ANGSTROEM)
C 1.03 -0.17 1.13
O 0.37 -1.39 0.73
C 0.31 -1.38 -0.69
C -0.81 -2.36 -1.16
C -2.19 -1.84 -0.61
C -2.80 -2.72 0.52
C -3.89 -2.04 1.41
C -4.89 -1.10 0.65
C -4.37 0.36 0.44
C -4.23 0.93 -0.98
O -3.77 2.26 -0.59
C -4.25 2.53 0.68
O -4.00 3.47 1.30
O -5.04 1.45 1.09
H 0.33 0.70 1.15
H 1.52 -0.32 2.12
H 1.86 0.00 0.41
H -0.03 -0.36 -1.03
H 1.29 -1.60 -1.18
H -0.81 -2.30 -2.27
H -0.61 -3.41 -0.86
H -2.88 -1.73 -1.48
H -2.00 -0.80 -0.25
H -1.95 -2.97 1.20
H -3.17 -3.67 0.07
H -4.50 -2.86 1.84
H -3.39 -1.55 2.27
H -5.18 -1.60 -0.30
H -5.79 -1.02 1.31
H -3.38 0.33 0.97
H -5.21 1.06 -1.49
H -3.44 0.42 -1.56
C 5.89 1.42 -2.00
C 5.19 2.54 -1.26
O 4.15 2.03 -0.41
C 4.35 1.58 0.84
C 5.76 1.32 1.31
O 3.41 1.32 1.54
H 6.39 0.73 -1.31
H 6.64 1.83 -2.68
H 5.17 0.84 -2.57
H 5.88 3.17 -0.69
H 4.70 3.20 -1.97
H 6.01 0.27 1.14
H 5.81 1.52 2.38
H 6.51 1.95 0.84

Values from the calculation:
lowest unoccupied orbital energy: 0.659 eV
E_HOMO: -9.57 eV
relative energy (zero: lowest compared OMol25 entry of this formula, charge and spin): 0.0 kcal/mol
net charge: 0
total energy: -27223.308 eV
SMILES: COCCCCCC[C@H]1COC(=O)O1.CCOC(C)=O
spin multiplicity: 1
maximum force: 4.61 eV Å⁻¹

=====

# 2
Formula: C14H26RuSb
Source: OMol25
Level of theory: the ωB97M-V functional and the def2-TZVPD basis

CARTESIAN COORDINATES (ANGSTROEM)
Ru -0.24 1.33 -1.65
C -0.75 3.24 -2.85
C -1.10 3.45 -1.50
C -2.06 2.45 -1.14
C -2.40 1.71 -2.32
C -1.55 2.15 -3.36
H -0.08 3.85 -3.44
H -0.77 4.27 -0.88
H -2.62 2.43 -0.21
H -3.23 1.02 -2.43
H -1.61 1.85 -4.40
C -0.35 -0.12 3.88
C 0.94 -0.13 3.22
C 1.85 1.00 3.21
Sb 0.13 -0.13 0.45
C -1.18 -2.24 -0.09
C -2.59 -1.84 0.11
C -0.66 -3.37 0.69
C 2.11 -0.02 -0.91
C 3.00 -1.19 -0.59
C 1.68 0.02 -2.36
H -0.15 -0.32 4.95
H -1.00 -0.94 3.58
H -0.87 0.84 3.85
H 1.37 -1.11 3.03
H 1.36 1.98 3.16
H 2.66 0.90 2.49
H 2.37 0.99 4.18
H -0.85 -2.22 -1.13
H -2.88 -1.81 1.15
H -3.21 -2.62 -0.35
H -2.84 -0.90 -0.39
H -0.97 -3.36 1.74
H 0.42 -3.51 0.61
H -1.11 -4.27 0.25
H 2.56 0.93 -0.60
H 2.59 -2.14 -0.92
H 3.25 -1.25 0.47
H 3.94 -1.04 -1.13
H 1.07 -0.86 -2.65
H 2.57 -0.03 -2.99
H 1.21 1.02 -2.69

Values from the calculation:
lowest unoccupied orbital energy (spin up / spin down): -11.730 / -13.533 eV
E_HOMO (spin up / spin down): -18.31 / -19.34 eV
net charge: +3
total energy: -24024.087 eV
spin multiplicity: 5
maximum force: 1.18 eV Å⁻¹

=====

# 3
Formula: C14H27BBrN3O2Ti
Source: OMol25
Level of theory: the ωB97M-V functional and the def2-TZVPD basis

CARTESIAN COORDINATES (ANGSTROEM)
Ti -0.04 0.37 -1.18
C 0.26 4.96 -4.53
C -0.52 3.77 -4.04
C -1.78 3.45 -4.55
C -2.47 2.32 -4.11
C -1.85 1.55 -3.16
Br -2.65 -0.04 -2.44
N -0.65 1.82 -2.64
C 0.00 2.92 -3.08
H -0.29 5.51 -5.29
H 1.21 4.64 -4.97
H 0.50 5.64 -3.72
H -2.23 4.09 -5.29
H -3.44 2.06 -4.50
H 0.98 3.11 -2.65
N -2.76 0.42 4.04
C -2.47 1.36 2.91
C -1.76 0.67 1.73
N -1.35 1.64 0.69
H -3.21 0.92 4.82
H -1.91 -0.01 4.42
H -3.39 -0.33 3.76
H -1.85 2.17 3.30
H -3.42 1.78 2.58
H -2.42 -0.07 1.27
H -0.86 0.15 2.08
H -0.74 2.34 1.10
H -2.18 2.13 0.36
C 3.73 -3.19 0.64
C 2.60 -2.28 1.08
C 2.85 -1.76 2.48
O 2.57 -1.09 0.20
B 1.31 -0.80 -0.07
O 0.36 -1.68 0.41
C 1.16 -2.89 0.87
C 1.09 -3.88 -0.28
C 0.52 -3.46 2.11
H 4.68 -2.69 0.82
H 3.67 -3.44 -0.41
H 3.71 -4.11 1.23
H 3.75 -1.13 2.46
H 3.02 -2.58 3.17
H 2.02 -1.14 2.84
H 1.53 -3.47 -1.19
H 0.05 -4.12 -0.48
H 1.61 -4.80 -0.02
H 0.46 -2.73 2.92
H 1.10 -4.31 2.46
H -0.48 -3.81 1.87

Values from the calculation:
lowest unoccupied orbital energy (spin up / spin down): -10.616 / -10.163 eV
E_HOMO (spin up / spin down): -18.49 / -18.49 eV
relative energy (zero: lowest compared OMol25 entry of this formula, charge and spin): 34.3 kcal/mol
net charge: +3
total energy: -117330.196 eV
spin multiplicity: 2
maximum force: 2.91 eV Å⁻¹

=====

# 4
Formula: C14H27BClF5IN7O3P
Source: OMol25
Level of theory: the ωB97M-V functional and the def2-TZVPD basis

CARTESIAN COORDINATES (ANGSTROEM)
H -0.69 1.38 2.05
N -1.30 2.15 2.35
C -2.31 2.16 1.62
C -2.65 1.25 0.45
N -1.61 0.36 -0.08
C -0.59 1.01 -0.76
N -0.84 1.47 -1.96
C -2.13 1.29 -2.65
N -1.97 0.69 -3.97
P 0.43 2.39 -2.83
O -0.54 3.43 -3.60
Cl 1.18 1.20 -4.33
N 0.57 1.12 -0.15
C 1.06 -0.07 0.59
C 2.02 0.31 1.75
C 2.70 1.68 1.67
C 1.80 2.90 1.93
I 3.99 1.99 -0.03
B 1.89 -1.00 -0.47
O 1.61 -0.80 -1.78
N 2.86 -2.05 -0.15
C 2.46 -3.00 0.90
C 4.26 -1.67 -0.13
O 0.08 -0.92 1.15
C -1.24 -0.83 0.67
C -2.11 -1.11 1.91
N -1.75 -2.37 2.53
C -1.45 -2.05 -0.31
F -0.73 -3.08 0.05
F -0.99 -1.73 -1.53
C -2.92 -2.51 -0.52
F -2.99 -3.09 -1.70
F -3.75 -1.49 -0.58
F -3.32 -3.39 0.33
H -3.05 2.93 1.83
H -3.59 0.76 0.68
H -2.92 1.94 -0.35
H -2.85 0.69 -2.10
H -2.57 2.29 -2.77
H -1.57 1.36 -4.62
H -2.92 0.56 -4.32
H -0.13 3.69 -4.44
H 1.34 1.42 -0.75
H 2.77 -0.46 1.91
H 1.40 0.32 2.65
H 3.38 1.71 2.52
H 1.20 3.16 1.06
H 2.49 3.74 2.06
H 1.21 2.78 2.83
H 2.00 -1.54 -2.28
H 1.84 -3.79 0.51
H 3.37 -3.50 1.25
H 2.03 -2.54 1.79
H 4.55 -1.23 -1.08
H 4.57 -1.03 0.70
H 4.86 -2.58 -0.06
H -3.18 -1.05 1.72
H -1.90 -0.31 2.63
H -2.44 -2.68 3.20
H -0.87 -2.23 3.02

Values from the calculation:
lowest unoccupied orbital energy: -3.150 eV
E_HOMO: -11.41 eV
net charge: +1
total energy: -75701.011 eV
SMILES: [H]/N=C\C[N+]1=C(N(CN)P(O)Cl)N[C@](C[C@H](C)I)(B(O)N(C)C)O[C@]1(CN)C(F)(F)C(F)(F)F
spin multiplicity: 1
maximum force: 2.50 eV Å⁻¹

=====

# 5
Formula: C14H27ClGdIN2O2P2
Source: OMol25
Level of theory: the ωB97M-V functional and the def2-TZVPD basis

CARTESIAN COORDINATES (ANGSTROEM)
C -3.42 1.27 -1.62
C -1.97 1.01 -1.90
H -3.83 0.51 -0.92
H -3.96 1.16 -2.58
H -3.56 2.30 -1.21
O -1.24 0.34 -1.11
I 0.76 2.71 -1.61
Gd 0.71 -0.50 0.63
P -0.29 1.62 2.37
C -0.58 1.21 4.13
C 0.77 3.13 2.31
H 0.36 3.99 2.87
H -2.30 3.02 2.58
H 0.89 3.39 1.23
H -1.83 2.71 0.86
H 0.38 1.01 4.61
H 1.77 2.86 2.69
C -1.92 2.27 1.86
H -1.10 2.03 4.65
H -2.62 1.43 1.81
H -1.19 0.29 4.20
P 0.99 -2.00 -1.80
C 1.16 -3.82 -1.73
C -0.38 -1.89 -3.02
H 2.30 -0.42 -3.08
H 2.38 -2.04 -3.87
H 3.33 -1.70 -2.38
C 2.38 -1.50 -2.90
H -0.52 -0.85 -3.33
H -0.21 -2.53 -3.89
H 1.35 -4.26 -2.72
H 0.24 -4.23 -1.32
H -1.29 -2.22 -2.51
H 1.98 -4.07 -1.05
Cl -1.54 1.54 -3.55
N -1.55 -3.50 5.99
C -1.33 -2.56 5.02
O -2.01 -1.53 4.93
C -0.21 -2.88 4.07
C 0.87 -3.71 4.39
C 1.88 -3.82 3.45
C 1.89 -3.09 2.26
N 0.80 -2.33 1.93
C -0.25 -2.26 2.81
H -2.32 -3.32 6.65
H -1.02 -4.34 6.12
H 0.88 -4.27 5.34
H 2.74 -4.44 3.67
H 2.72 -3.10 1.56
H -1.11 -1.66 2.47

Values from the calculation:
lowest unoccupied orbital energy (spin up / spin down): -6.464 / -8.496 eV
E_HOMO (spin up / spin down): -14.94 / -12.58 eV
net charge: +2
total energy: -82053.080 eV
spin multiplicity: 8
maximum force: 4.48 eV Å⁻¹

=====

# 6
Formula: C14H27CoN6O3S
Source: OMol25
Level of theory: the ωB97M-V functional and the def2-TZVPD basis

CARTESIAN COORDINATES (ANGSTROEM)
Co -0.66 -0.67 -0.57
N -1.53 0.38 -2.04
C -2.83 0.96 -1.54
C -3.37 0.05 -0.45
N -2.24 -0.18 0.46
C -2.39 -1.08 1.63
C -1.00 -1.21 2.20
N -0.06 -1.54 1.09
H -1.70 -0.12 -2.91
H -0.91 1.15 -2.27
H -2.60 1.93 -1.11
H -3.53 1.10 -2.35
H -4.22 0.52 0.07
H -3.72 -0.90 -0.85
H -1.93 0.73 0.81
H -3.09 -0.67 2.36
H -2.79 -2.04 1.30
H -0.67 -0.27 2.64
H -0.95 -1.97 2.99
H 0.87 -1.13 1.27
H 0.06 -2.54 1.01
N 1.03 -0.99 -1.55
C 1.59 -2.36 -1.66
C 0.60 -3.34 -2.28
C -0.61 -3.60 -1.41
N -1.46 -2.38 -1.25
H 1.00 -0.58 -2.48
H 1.70 -0.44 -1.01
H 1.88 -2.68 -0.66
H 2.50 -2.32 -2.26
H 1.11 -4.29 -2.44
H 0.29 -2.99 -3.27
H -0.31 -3.95 -0.42
H -1.23 -4.39 -1.85
H -2.25 -2.64 -0.66
H -1.87 -2.20 -2.16
O 3.36 0.37 2.89
S 3.35 0.91 1.57
O 4.45 0.74 0.68
N 1.97 0.31 0.80
C 1.12 1.27 0.57
O -0.03 1.05 -0.01
C 1.52 2.63 0.98
C 0.84 3.83 0.85
C 1.45 4.98 1.33
C 2.71 4.92 1.92
C 3.40 3.72 2.04
C 2.77 2.59 1.57
H -0.14 3.87 0.39
H 0.95 5.93 1.24
H 3.17 5.83 2.28
H 4.38 3.67 2.50

Values from the calculation:
lowest unoccupied orbital energy: -6.793 eV
E_HOMO: -14.76 eV
relative energy (zero: lowest compared OMol25 entry of this formula, charge and spin): 0.0 kcal/mol
net charge: +2
total energy: -78489.301 eV
spin multiplicity: 1
maximum force: 0.09 eV Å⁻¹

=====

# 7
Formula: C14H27N2O8
Source: OMol25
Level of theory: the ωB97M-V functional and the def2-TZVPD basis

CARTESIAN COORDINATES (ANGSTROEM)
C 1.89 -1.33 4.50
C 0.92 -0.38 3.86
O 1.24 0.35 2.92
O -0.32 -0.43 4.38
C -1.05 0.82 4.43
C -2.27 0.81 3.54
C -3.59 0.42 4.25
N -4.55 -0.08 3.29
C -5.14 -1.23 3.71
O -5.95 -1.09 5.00
N -7.23 -1.39 4.83
O -7.89 -1.18 5.80
H 2.10 -2.10 3.77
H 2.82 -0.80 4.67
H 1.52 -1.77 5.41
H -1.31 0.96 5.47
H -0.39 1.63 4.15
H -2.15 0.12 2.72
H -2.42 1.78 3.09
H -3.99 1.35 4.69
H -3.39 -0.26 5.08
H -4.46 -2.08 3.91
H -5.86 -1.57 2.96
O 2.77 -2.57 1.29
C 2.82 -1.78 0.38
O 2.33 -2.15 -0.81
C 2.16 -1.22 -1.90
C 3.45 -1.05 -2.68
C 3.48 -0.43 0.55
H 1.76 -0.27 -1.53
H 1.40 -1.66 -2.53
H 4.24 -0.63 -2.05
H 3.29 -0.39 -3.53
H 3.80 -2.01 -3.04
H 4.55 -0.57 0.43
H 3.26 -0.07 1.55
H 3.13 0.33 -0.15
O 1.06 -0.96 -4.83
C 1.00 0.09 -5.42
O 1.16 1.22 -4.72
C 1.24 2.51 -5.33
C -0.12 3.11 -5.59
C 0.68 0.15 -6.90
H 1.86 2.47 -6.23
H 1.78 3.13 -4.61
H -0.69 2.50 -6.30
H -0.03 4.11 -6.00
H -0.70 3.15 -4.67
H -0.40 0.08 -7.02
H 1.14 -0.71 -7.38
H 1.04 1.05 -7.40

Values from the calculation:
lowest unoccupied orbital energy: 1.767 eV
E_HOMO: -2.49 eV
relative energy (zero: lowest compared OMol25 entry of this formula, charge and spin): 10.8 kcal/mol
net charge: -1
total energy: -34313.249 eV
spin multiplicity: 1
maximum force: 2.13 eV Å⁻¹

=====

# 8
Formula: C14H27NO3
Source: OMol25
Level of theory: the ωB97M-V functional and the def2-TZVPD basis

CARTESIAN COORDINATES (ANGSTROEM)
C -1.01 -2.45 2.03
C -0.65 -2.65 0.59
C -0.06 -4.08 0.62
O 0.65 -4.21 1.86
C 0.11 -3.23 2.76
H -1.96 -2.96 2.24
H -0.96 -1.45 2.44
H 0.01 -1.85 0.25
H -1.53 -2.48 -0.04
H 0.53 -4.22 -0.28
H -0.91 -4.77 0.64
H 0.88 -2.50 3.03
H -0.27 -3.72 3.65
C 0.92 1.65 3.37
C 2.10 2.01 2.46
C 1.58 1.72 1.08
O 0.15 1.91 1.12
C -0.29 1.88 2.46
H 0.93 2.33 4.21
H 1.04 0.63 3.75
H 3.00 1.43 2.68
H 2.40 3.06 2.47
H 1.75 0.68 0.78
H 2.04 2.42 0.39
H -0.98 1.02 2.55
H -0.84 2.76 2.80
C 1.39 1.86 -3.01
C 0.08 2.19 -3.75
C -0.43 0.80 -4.17
O -0.07 -0.03 -3.08
C 1.08 0.44 -2.45
H 1.67 2.60 -2.26
H 2.24 1.75 -3.68
H 0.13 3.01 -4.47
H -0.51 2.63 -2.94
H 0.03 0.48 -5.11
H -1.51 0.75 -4.34
H 1.94 -0.19 -2.70
H 1.03 0.38 -1.36
C -2.31 0.45 -0.91
C -3.16 -0.63 -1.47
N -3.80 -1.43 -1.98
H -1.30 0.09 -0.70
H -2.78 0.64 0.06
H -2.34 1.28 -1.61

Values from the calculation:
lowest unoccupied orbital energy: 0.641 eV
E_HOMO: -9.61 eV
relative energy (zero: lowest compared OMol25 entry of this formula, charge and spin): 59.7 kcal/mol
net charge: 0
total energy: -22586.139 eV
SMILES: C1CCOC1.C1CCOC1.C1CCOC1.CC#N
spin multiplicity: 1
maximum force: 1.93 eV Å⁻¹

=====

# 9
Formula: C14H28AlF3NPb
Source: OMol25
Level of theory: the ωB97M-V functional and the def2-TZVPD basis

CARTESIAN COORDINATES (ANGSTROEM)
C 3.88 -0.48 -0.61
C 2.60 0.16 -1.18
C 1.82 -0.81 -2.08
C 0.50 -1.27 -1.43
C -0.55 -1.63 -2.46
C -1.97 -1.90 -1.88
Al -2.29 -1.37 0.02
C -1.19 -2.49 1.38
C 0.10 -1.64 1.83
C 0.35 -1.57 3.29
F 0.88 -2.73 3.82
C 0.11 -0.45 4.02
F 0.99 0.17 4.74
F -1.07 0.11 4.00
N -1.92 0.39 0.52
C -1.85 1.35 -0.59
C -0.68 2.35 -0.36
C -1.14 3.60 0.39
C -0.20 4.80 0.16
H 3.70 -1.50 -0.29
H 4.67 -0.43 -1.35
H 4.20 0.09 0.25
H 2.86 1.04 -1.74
H 2.01 0.49 -0.33
H 1.62 -0.33 -3.03
H 2.47 -1.66 -2.29
H 0.70 -2.20 -0.84
H 0.20 -0.46 -0.77
H -0.61 -0.91 -3.27
H -0.21 -2.55 -2.93
H -2.71 -1.41 -2.51
H -2.17 -2.97 -1.97
H -3.83 -1.69 0.36
H -1.03 -3.54 0.98
H -1.79 -2.59 2.28
H 1.03 -2.06 1.30
H 0.05 -0.61 1.46
H -2.68 0.71 1.11
H -1.65 0.88 -1.56
H -2.75 1.96 -0.69
H -0.14 2.58 -1.28
H 0.00 1.82 0.30
H -1.16 3.41 1.46
H -2.15 3.85 0.08
H -0.60 5.40 -0.65
H 0.78 4.44 -0.14
H -0.11 5.45 1.02
Pb 0.94 -3.80 1.45

Values from the calculation:
lowest unoccupied orbital energy: -6.606 eV
E_HOMO: -10.77 eV
relative energy (zero: lowest compared OMol25 entry of this formula, charge and spin): 0.0 kcal/mol
net charge: +1
total energy: -36445.578 eV
spin multiplicity: 1
maximum force: 4.23 eV Å⁻¹

=====

# 10
Formula: C14H28BBrCl2NO5P2
Source: OMol25
Level of theory: the ωB97M-V functional and the def2-TZVPD basis

CARTESIAN COORDINATES (ANGSTROEM)
C -2.31 -0.49 3.22
B -2.32 -1.97 2.76
O -2.48 -2.95 3.69
C -2.18 -2.50 1.23
N -3.22 -3.04 0.66
C -2.98 -3.62 -0.68
C -1.44 -3.63 -0.74
P -0.70 -3.61 -2.48
O -1.57 -2.51 -3.28
Cl -1.67 -5.36 -3.01
C -1.01 -2.54 0.32
C 0.27 -3.01 1.05
C 0.76 -2.10 2.20
C 2.19 -1.56 2.03
Cl 2.30 0.16 2.49
P -0.91 -0.84 -0.64
O -0.74 0.13 0.63
Br 1.17 -0.95 -1.38
H -3.35 -0.19 3.42
H -1.79 -0.42 4.18
H -1.87 0.21 2.52
H -2.77 -3.81 3.37
H -4.12 -3.09 1.11
H -3.50 -3.06 -1.45
H -3.37 -4.64 -0.67
H -1.09 -4.59 -0.35
H -2.53 -2.57 -3.23
H 1.05 -3.18 0.31
H 0.03 -3.99 1.48
H 0.09 -1.26 2.36
H 0.74 -2.68 3.12
H 2.53 -1.61 1.00
H 2.90 -2.09 2.66
H -0.19 0.91 0.39
C 0.32 4.32 0.46
C -0.19 3.45 -0.65
O 0.22 2.31 -0.82
C -1.23 4.05 -1.56
H 1.08 3.78 1.03
H 0.78 5.21 0.03
H -0.49 4.62 1.12
H -0.83 4.94 -2.03
H -2.11 4.34 -0.97
H -1.52 3.33 -2.32
C 3.14 3.76 -3.36
C 3.48 4.02 -1.91
O 2.85 4.81 -1.25
C 4.63 3.25 -1.33
H 2.30 4.38 -3.66
H 4.00 3.99 -3.99
H 2.90 2.71 -3.50
H 5.55 3.46 -1.89
H 4.44 2.17 -1.41
H 4.77 3.52 -0.29

Values from the calculation:
lowest unoccupied orbital energy: -4.111 eV
E_HOMO: -11.51 eV
relative energy (zero: lowest compared OMol25 entry of this formula, charge and spin): 4.5 kcal/mol
net charge: +1
total energy: -141039.161 eV
spin multiplicity: 1
maximum force: 0.82 eV Å⁻¹

=====

Copy entry 5 word for word.
Formula: C14H27ClGdIN2O2P2
Source: OMol25
Level of theory: the ωB97M-V functional and the def2-TZVPD basis

CARTESIAN COORDINATES (ANGSTROEM)
C -3.42 1.27 -1.62
C -1.97 1.01 -1.90
H -3.83 0.51 -0.92
H -3.96 1.16 -2.58
H -3.56 2.30 -1.21
O -1.24 0.34 -1.11
I 0.76 2.71 -1.61
Gd 0.71 -0.50 0.63
P -0.29 1.62 2.37
C -0.58 1.21 4.13
C 0.77 3.13 2.31
H 0.36 3.99 2.87
H -2.30 3.02 2.58
H 0.89 3.39 1.23
H -1.83 2.71 0.86
H 0.38 1.01 4.61
H 1.77 2.86 2.69
C -1.92 2.27 1.86
H -1.10 2.03 4.65
H -2.62 1.43 1.81
H -1.19 0.29 4.20
P 0.99 -2.00 -1.80
C 1.16 -3.82 -1.73
C -0.38 -1.89 -3.02
H 2.30 -0.42 -3.08
H 2.38 -2.04 -3.87
H 3.33 -1.70 -2.38
C 2.38 -1.50 -2.90
H -0.52 -0.85 -3.33
H -0.21 -2.53 -3.89
H 1.35 -4.26 -2.72
H 0.24 -4.23 -1.32
H -1.29 -2.22 -2.51
H 1.98 -4.07 -1.05
Cl -1.54 1.54 -3.55
N -1.55 -3.50 5.99
C -1.33 -2.56 5.02
O -2.01 -1.53 4.93
C -0.21 -2.88 4.07
C 0.87 -3.71 4.39
C 1.88 -3.82 3.45
C 1.89 -3.09 2.26
N 0.80 -2.33 1.93
C -0.25 -2.26 2.81
H -2.32 -3.32 6.65
H -1.02 -4.34 6.12
H 0.88 -4.27 5.34
H 2.74 -4.44 3.67
H 2.72 -3.10 1.56
H -1.11 -1.66 2.47

Values from the calculation:
lowest unoccupied orbital energy (spin up / spin down): -6.464 / -8.496 eV
E_HOMO (spin up / spin down): -14.94 / -12.58 eV
net charge: +2
total energy: -82053.080 eV
spin multiplicity: 8
maximum force: 4.48 eV Å⁻¹